Formula: C4H14N3
Source: OMol25
Level of theory: ωB97M-V with the def2-TZVPD basis set

<S²>: 0.7540
Energy above the lowest of the compared OMol25 structures with the same formula, charge and spin: 52.6 kcal per mole
Energy: -8841.0738 eV
LUMO energy (alpha / beta): 1.05 / 0.70 eV

Structure (ORCA input):
```
! RIJCOSX wB97M-V def2-TZVPD def2/J DEFGRID3
* xyz 0 2
C -1.45 -1.98 0.87
C -1.48 -1.13 2.22
H -1.03 -1.40 0.05
H -0.59 -2.65 0.98
H -2.29 -2.58 0.53
H -2.20 -0.40 2.21
H -0.55 -0.44 2.34
H -1.35 -1.76 2.99
C 0.72 2.56 -0.31
C 0.87 0.29 -1.14
N 1.44 1.24 -0.35
N -0.02 0.59 -2.11
N 1.39 -0.95 -1.01
H 2.18 0.93 0.31
H -0.32 1.64 -2.16
H -0.18 -0.08 -2.78
H 2.30 -0.90 -0.53
H 1.13 -1.72 -1.43
H 1.12 3.17 -1.05
H 0.74 2.97 0.73
H -0.42 2.57 -0.36
*
```